Entry from the OMol25 dataset: a cluster of 6 separate species, H12O6 in total (ωB97M-V/def2-TZVPD).

As for the spin multiplicity: 1. The calculation puts the relative energy (zero: lowest compared OMol25 entry of this formula, charge and spin) at 9.0 kcal/mol. As for the HOMO energy: -11.17 eV. The calculation puts the LUMO energy at 0.5457 eV. As for the SMILES: O.O.O.O.O.O. The total energy is -12480.7231 eV. The value obtained for the HOMO-LUMO gap is 11.71 eV.

Element x y z (Å)
O  -0.38007  0.17479  -1.60706
H  0.01551  -0.53120  -1.05465
H  0.18218  0.95308  -1.43811
O  2.32343  0.69508  0.95349
H  1.75951  1.31050  1.46496
H  1.77705  -0.13270  0.83728
O  1.50260  2.04489  -1.19219
H  1.91347  1.36066  -0.65492
H  2.16856  2.23536  -1.90713
O  0.77782  -1.47373  0.53317
H  -0.11102  -1.65663  0.91349
H  1.33036  -2.23353  0.66010
O  -1.68215  -1.55317  1.42879
H  -1.90498  -1.05841  2.24223
H  -2.01684  -0.97370  0.67480
O  -2.67971  0.31268  -0.23657
H  -1.77136  0.50791  -0.60009
H  -3.20439  0.01810  -1.01758

Atomic forces in eV per Å
-0.1 -0.5 0.6
0.0 0.3 -0.4
0.2 0.1 -0.4
-0.7 -0.3 0.2
0.5 -0.5 -0.4
0.3 0.7 0.4
0.8 0.9 -1.8
0.6 -0.1 0.8
-1.2 -0.3 1.0
0.0 0.4 -0.4
-0.2 0.0 0.4
0.3 -0.7 0.1
-0.3 0.6 -0.1
0.2 -0.4 -0.7
-0.2 -0.4 1.0
-0.1 -0.2 -0.7
-0.7 -0.2 -0.3
0.7 0.4 0.8

Atom charges from the Löwdin analysis, given in e for atoms 1 to 6:
1 O -0.072
2 H 0.028
3 H 0.002
4 O -0.089
5 H 0.071
6 H 0.010

=====

Entry from the OMol25 dataset: a cluster of 6 separate species, H12O6 in total (ωB97M-V/def2-TZVPD).

As for the spin multiplicity: 1. The calculation puts the relative energy (zero: lowest compared OMol25 entry of this formula, charge and spin) at 35.8 kcal/mol. As for the HOMO energy: -9.90 eV. The calculation puts the LUMO energy at -0.1522 eV. As for the SMILES: O.O.O.O.O.O. The total energy is -12479.5594 eV. The value obtained for the HOMO-LUMO gap is 9.75 eV.

Element x y z (Å)
O  16.15900  -29.30300  10.91200
H  16.97600  -29.24100  10.38800
H  15.78600  -28.50400  10.65100
O  16.05700  -28.93300  13.57300
H  16.81300  -29.32500  14.00000
H  16.22900  -28.91200  12.58500
O  13.12900  -30.00600  13.95100
H  14.06700  -29.77100  13.90400
H  13.06800  -30.38800  13.03600
O  13.99900  -30.84800  11.27800
H  14.94900  -30.56700  11.21900
H  13.81400  -30.77100  10.35800
O  14.23900  -30.38500  8.57100
H  13.74800  -29.72600  8.02400
H  14.79600  -30.88700  8.03700
O  11.25100  -32.15600  9.87200
H  10.56600  -32.67800  10.31500
H  11.65900  -31.66800  10.57100

Atomic forces in eV per Å
2.3 -1.3 -0.3
0.0 -0.7 0.4
-1.9 2.3 -0.6
-0.4 0.4 -1.2
0.4 -0.2 0.0
0.0 -0.4 1.8
0.3 -0.5 -1.5
0.1 0.3 0.5
-0.2 0.3 1.1
1.4 0.1 0.9
-1.2 -0.4 0.7
-0.7 -0.1 -1.4
-2.0 2.3 0.9
0.7 -1.1 0.5
1.3 -1.2 -1.6
-0.7 -0.6 -0.5
0.2 0.2 -0.2
0.5 0.5 0.8

Atom charges from the Löwdin analysis, given in e for atoms 1 to 6:
1 O -0.016
2 H 0.105
3 H 0.049
4 O -0.074
5 H 0.032
6 H 0.012

=====

Entry from the OMol25 dataset: a cluster of 6 separate species, H12O6 in total (ωB97M-V/def2-TZVPD).

As for the spin multiplicity: 1. The calculation puts the relative energy (zero: lowest compared OMol25 entry of this formula, charge and spin) at 21.7 kcal/mol. As for the HOMO energy: -11.21 eV. The calculation puts the LUMO energy at 0.3790 eV. As for the SMILES: O.O.O.O.O.O. The total energy is -12480.1710 eV. The value obtained for the HOMO-LUMO gap is 11.59 eV.

Element x y z (Å)
O  1.23827  -0.91548  -1.12101
H  0.41032  -1.18187  -1.51935
H  1.30717  0.04371  -1.24334
O  1.70237  0.95737  1.32850
H  2.42831  1.42888  0.91194
H  1.24214  0.70945  0.49936
O  -0.30099  -1.20933  1.24018
H  0.10410  -1.42912  2.06621
H  0.38376  -1.07151  0.56486
O  -1.26895  -2.03021  -1.05287
H  -1.14657  -2.27309  -0.05917
H  -2.23732  -1.75569  -1.12222
O  -1.64862  1.20639  0.65708
H  -1.05346  1.79860  1.20282
H  -1.26968  0.37701  0.91279
O  0.22777  1.54643  -1.29040
H  -0.53625  1.31219  -0.79141
H  0.41764  2.48628  -1.18396

Atomic forces in eV per Å
0.9 0.1 0.7
-0.6 -0.1 -0.3
-0.3 -0.2 -0.5
-0.3 0.0 -1.0
0.5 0.2 0.5
-0.1 0.0 0.8
-0.9 0.1 -0.3
0.6 0.0 0.6
0.5 -0.3 -0.1
-2.0 -0.3 1.8
-0.3 0.8 -2.3
2.0 -0.6 0.1
0.9 2.1 0.7
-1.2 -0.6 -0.8
0.2 -1.7 0.4
1.9 0.6 -1.3
-1.6 0.1 1.0
-0.4 -0.2 0.1

Atom charges from the Löwdin analysis, given in e for atoms 1 to 6:
1 O -0.066
2 H 0.011
3 H 0.010
4 O -0.061
5 H 0.045
6 H -0.018

=====

Entry from the OMol25 dataset: a structure of composition H12O6Pt (ωB97M-V/def2-TZVPD).

Its net charge is +2. As for the spin multiplicity: 3. The calculation puts the relative energy (zero: lowest compared OMol25 entry of this formula, charge and spin) at 15.0 kcal/mol. As for the HOMO energy (alpha / beta): -17.25 / -18.26 eV. The calculation puts the LUMO energy (alpha / beta) at -7.2502 / -8.0657 eV. Its expectation value of S² is 2.0025. The total energy is -15708.2387 eV. The value obtained for the HOMO-LUMO gap (alpha / beta) is 10.00 / 10.19 eV.

Element x y z (Å)
Pt  4.79028  16.84637  4.06679
O  6.56039  17.95459  3.52203
H  7.25110  18.31064  4.08095
H  6.70319  18.36855  2.67087
O  6.01954  15.07371  3.71102
H  5.61372  14.44942  3.10953
H  6.94820  15.06121  3.47935
O  4.06471  18.89458  4.32341
H  3.46498  18.94124  5.06798
H  3.60635  19.34994  3.61716
O  3.28934  15.26312  4.12469
H  2.42534  15.32814  3.71787
H  3.44991  14.32233  4.19796
O  4.10175  16.79571  1.84978
H  3.54121  16.21014  1.34073
H  4.23690  17.55339  1.28067
O  5.53959  17.01186  6.10065
H  5.38657  17.52450  6.89438
H  6.15030  16.32643  6.37166

Atomic forces in eV per Å
-0.2 0.1 -0.9
0.8 0.3 -0.4
0.2 0.2 0.6
0.0 0.1 -0.5
0.0 -0.7 0.2
-0.1 -0.4 -0.3
0.6 0.2 0.0
-0.2 0.1 0.3
-0.4 0.3 0.5
-0.2 0.3 -0.5
-0.6 -0.3 0.1
-0.5 0.3 0.0
0.2 -0.5 0.4
0.2 0.2 0.1
-0.3 -0.5 -0.1
0.1 0.4 -0.3
0.5 -0.2 0.5
-0.4 0.5 0.3
0.3 -0.5 0.1

Atom charges from the Löwdin analysis, given in e for atoms 1 to 6:
1 Pt 1.322
2 O -0.086
3 H 0.103
4 H 0.099
5 O -0.077
6 H 0.086

=====

Entry from the OMol25 dataset: a cluster of 6 separate species, H13O6 in total (ωB97M-V/def2-TZVPD).

As for the spin multiplicity: 2. The calculation puts the relative energy (zero: lowest compared OMol25 entry of this formula, charge and spin) at 24.5 kcal/mol. As for the HOMO energy (alpha / beta): -2.84 / -10.97 eV. The calculation puts the LUMO energy (alpha / beta) at 0.0899 / -0.0199 eV. Its expectation value of S² is 0.7506. The total energy is -12492.4036 eV. The value obtained for the HOMO-LUMO gap (alpha / beta) is 2.93 / 10.95 eV.

Element x y z (Å)
O  -0.47694  -1.58630  -0.84614
H  -1.24608  -1.70889  -1.42504
H  0.26699  -1.47056  -1.45029
O  -3.49602  -1.15889  -2.37570
H  -3.64420  -2.07764  -2.65085
H  -4.31086  -0.72399  -2.64843
O  2.05176  2.09990  -1.11948
H  2.67560  2.79338  -0.87727
H  2.43764  1.63944  -1.87431
O  0.77023  1.45892  2.37590
H  1.16649  2.34048  2.54226
H  0.91659  0.87652  3.17335
O  1.01488  -1.65058  1.64370
H  0.81562  -1.29867  2.53199
H  1.75498  -2.26065  1.77708
O  -0.34358  0.65318  0.33890
H  0.07839  0.97914  1.26748
H  -0.23856  -0.27288  -0.08238
H  -0.19291  1.36809  -0.30075

Atomic forces in eV per Å
0.1 -0.1 -0.5
-0.1 0.3 0.2
0.1 -0.3 -0.1
-0.1 -0.6 -0.2
0.1 0.3 0.1
0.1 0.2 0.1
-0.2 -0.1 -0.1
0.0 -0.1 0.0
0.1 0.1 0.1
-0.2 -0.2 0.0
0.0 0.0 0.0
0.0 0.2 -0.1
0.0 -0.1 0.1
0.2 -0.1 -0.2
-0.2 0.2 0.0
-0.5 0.5 -0.3
0.6 -0.3 0.2
-0.3 0.2 0.6
0.2 -0.1 -0.1

Atom charges from the Löwdin analysis, given in e for atoms 1 to 6:
1 O -0.042
2 H 0.060
3 H 0.071
4 O -0.069
5 H 0.044
6 H 0.040

=====

Entry from the OMol25 dataset: a cluster of 8 separate species, H13O6S in total (ωB97M-V/def2-TZVPD).

Its net charge is -1. As for the spin multiplicity: 1. The calculation puts the relative energy (zero: lowest compared OMol25 entry of this formula, charge and spin) at 76.4 kcal/mol. As for the HOMO energy: -3.83 eV. The calculation puts the LUMO energy at 2.9430 eV. The total energy is -23331.1379 eV. The value obtained for the HOMO-LUMO gap is 6.77 eV.

Element x y z (Å)
S  1.34150  -4.25104  -1.35816
H  0.68505  -3.21455  0.26769
H  0.77309  -2.15217  -1.10854
H  0.39848  -1.44232  -2.39835
O  0.37186  -1.29380  -1.44895
H  -0.60807  2.27369  2.24320
H  0.16104  1.04027  1.98375
O  0.23383  1.87027  2.49552
H  0.95240  2.59726  0.59421
H  1.79088  3.42768  -0.45000
O  1.38845  2.57532  -0.27488
H  -3.14670  1.99853  1.36448
H  -2.29116  2.73665  0.51026
O  -2.49025  2.69671  1.47384
H  0.30870  -1.16424  0.63468
H  -0.52295  -1.30123  1.87285
O  -0.15569  -0.61684  1.28475
H  -0.65440  2.32174  -1.16899
H  -1.72011  1.29159  -1.46510
O  -1.61305  2.20530  -1.17494

Atomic forces in eV per Å
-1.0 1.5 2.9
1.2 -2.1 -2.6
-0.4 0.6 -0.7
0.0 -0.1 0.0
0.3 -0.2 0.2
-0.3 0.2 0.3
0.3 -0.3 0.3
-0.2 0.1 -0.7
0.4 0.1 0.2
-0.1 0.1 0.3
-0.4 -0.2 -0.3
-0.1 -0.2 0.8
0.6 0.4 0.3
-0.4 -0.2 -1.1
0.0 0.5 -0.4
0.1 0.6 -0.2
-0.3 -0.9 0.6
0.3 0.0 0.2
0.0 -0.1 0.1
-0.1 0.0 -0.3

Atom charges from the Löwdin analysis, given in e for atoms 1 to 6:
1 S -0.377
2 H -0.055
3 H -0.208
4 H 0.003
5 O -0.216
6 H -0.006

=====

The highest spin multiplicity belongs to which entry?
H12O6Pt